18
Properties=species:S:1:pos:R:3:lowdin_charge:R:1 method="wB97M-V/def2-TZVPD" e_above_lowest_ev=2.437 molar_mass_g_mol=144.1 total_energy_ev=-14435.308 orbital_gap_ha=0.3779
N 2.947 0.196 0.436 0.189
C 1.772 0.114 -0.207 -0.606
O 1.579 0.364 -1.380 0.106
O 0.795 -0.288 0.649 0.056
C -0.468 -0.550 0.104 -0.400
C -0.642 -1.770 -0.750 -0.038
C -1.144 -1.774 0.660 -0.022
C -1.261 0.684 -0.185 -0.444
N -1.506 1.563 0.782 0.113
H 3.771 0.478 -0.073 0.120
H 3.048 -0.130 1.386 0.115
H -1.366 -1.707 -1.562 0.120
H 0.276 -2.315 -0.968 0.120
H -0.574 -2.329 1.405 0.118
H -2.216 -1.704 0.840 0.122
O -2.332 0.633 -0.881 -0.032
H -0.673 1.882 1.263 0.087
H -2.652 1.733 0.193 0.276

=====

76
Properties=species:S:1:pos:R:3:lowdin_charge:R:1 method="wB97M-V/def2-TZVPD" charge=+2 molar_mass_g_mol=769.1 total_energy_ev=-68711.269 orbital_gap_ha=0.1527
Hf 0.184 -1.954 2.594 1.939
C -1.287 2.058 3.856 -0.080
C -1.590 1.089 2.979 -0.135
C -1.123 1.064 1.576 -0.243
C 0.120 0.213 1.102 -0.383
C 1.294 0.137 2.100 -0.267
C 1.478 1.218 2.995 0.068
C 1.013 2.605 2.815 -0.126
C -0.073 2.926 3.900 -0.124
C 1.952 -2.535 3.579 -0.239
H -2.045 2.177 4.634 0.125
H -2.381 0.331 3.250 0.132
H -0.848 2.105 1.320 0.079
H -2.001 0.775 0.950 0.059
H -0.213 -0.710 0.513 -0.022
H 0.548 0.791 0.252 0.092
H 2.214 -0.211 1.595 0.108
H 2.000 1.049 3.955 0.159
H 0.640 2.884 1.805 0.129
H 1.886 3.292 2.961 0.170
H 0.353 2.856 4.928 0.143
H -0.353 3.991 3.783 0.141
H 2.088 -1.837 4.442 0.053
H 2.842 -2.458 2.951 0.028
H 1.971 -3.566 3.999 0.052
P 1.580 -0.806 -1.270 1.064
P -1.965 -0.191 -1.274 1.130
N 3.031 0.136 -1.526 -0.252
N 2.037 -2.188 -2.233 -0.267
N -2.076 1.622 -1.936 -0.183
N -3.421 -0.735 -1.938 -0.312
C 0.521 -0.028 -2.539 -0.398
C -0.830 -0.777 -2.600 -0.378
C 4.188 0.198 -0.729 -0.153
C 5.073 1.116 -1.281 -0.065
C 4.434 1.644 -2.458 -0.060
C 3.226 0.997 -2.610 -0.130
C 2.663 -3.361 -1.753 -0.146
C 2.906 -4.213 -2.828 -0.070
C 2.450 -3.543 -4.015 -0.056
C 1.932 -2.325 -3.621 -0.136
C -1.757 2.757 -1.170 -0.154
C -1.647 3.870 -2.002 -0.070
C -1.894 3.414 -3.332 -0.057
C -2.078 2.031 -3.270 -0.173
C -4.222 -0.166 -2.935 -0.116
C -5.130 -1.118 -3.369 -0.049
C -4.891 -2.316 -2.608 -0.068
C -3.853 -2.061 -1.741 -0.153
H 0.903 -0.086 -3.567 0.065
H 0.391 1.059 -2.393 0.088
H -1.295 -0.621 -3.593 0.099
H -0.670 -1.875 -2.535 0.088
H 4.339 -0.440 0.128 0.090
H 6.064 1.319 -0.879 0.107
H 4.753 2.382 -3.180 0.106
H 2.515 1.048 -3.422 0.102
H 2.876 -3.488 -0.696 0.082
H 3.363 -5.202 -2.778 0.107
H 2.492 -3.877 -5.051 0.112
H 1.453 -1.583 -4.236 0.098
H -1.683 2.689 -0.094 0.064
H -1.405 4.870 -1.675 0.099
H -1.959 3.998 -4.236 0.105
H -2.261 1.313 -4.054 0.102
H -4.077 0.848 -3.252 0.087
H -5.862 -0.947 -4.140 0.106
H -5.434 -3.242 -2.705 0.104
H -3.378 -2.672 -0.996 0.087
F -2.447 -1.997 6.696 0.185
C -1.738 -0.956 6.219 -0.461
F -2.574 0.128 6.129 0.151
F -0.801 -0.636 7.133 0.179
C -1.048 -1.326 4.829 -0.416
O -1.394 -2.347 4.113 -0.060
O -0.071 -0.609 4.439 -0.078